121
Properties=species:S:1:pos:R:3:forces:R:3:lowdin_charge:R:1 method="wB97M-V/def2-TZVPD" max_force_ev_per_a=9.2 e_lumo_ev=-1.0 homo_lumo_gap_ev=7.62 homo_energy_ha=-0.31637 e_tot_ev=-3903686.79852
C -1.1716 -5.1912 2.5897 0.172 0.142 1.083 -0.2715
Si -0.4092 -5.3536 0.8032 -1.695 -1.245 0.654 0.5419
O -1.5842 -5.1945 -0.4923 1.166 2.981 1.198 -0.3958
Si -1.9767 -3.5205 -0.8470 -0.431 -0.843 -0.547 0.5272
C -2.2006 -3.3905 -2.7946 -0.184 0.454 -1.056 -0.3627
N -3.3324 -4.2591 -3.3116 -0.861 0.439 0.846 -0.0921
C -3.7563 -3.1040 -0.1272 -0.948 0.394 1.348 -0.2203
C -3.9210 -3.4950 1.4558 -2.119 -7.616 -0.419 -0.6512
O -4.2511 -4.7848 1.7312 2.239 8.765 -1.391 -0.1315
Br -3.7191 -2.2006 2.9830 -0.243 -1.041 -1.566 0.6184
C -0.6218 -2.2507 -0.1956 2.535 0.408 0.444 -0.4676
C 0.7301 -2.2054 -1.0960 0.683 3.057 4.382 -0.1759
C 1.9240 -1.1725 -0.5403 -5.966 -1.019 2.933 -0.0726
C 1.4430 -0.4121 0.8588 -1.674 -0.710 -2.103 -0.2921
C 0.0007 -0.5794 1.5932 1.432 -2.658 -3.920 -0.1968
N -1.0178 -1.5182 1.0370 5.722 0.797 -1.326 -0.0693
H -2.1028 -5.9092 2.7628 1.976 1.742 -0.407 0.0567
H -0.2998 -5.5310 3.3296 -1.764 0.633 -1.548 0.0489
H -1.4134 -4.0728 2.8901 0.274 -2.354 -0.619 0.0073
H 0.7681 -4.5010 0.6797 0.054 0.353 -0.192 -0.0368
H 0.0997 -6.7475 0.7284 -0.170 0.093 -0.211 -0.0376
H -2.4563 -2.2733 -3.1297 0.940 -2.294 0.869 0.0663
H -1.2207 -3.7410 -3.3457 -2.107 0.668 1.252 0.0235
H -3.8294 -4.7709 -2.5489 0.681 0.507 -0.903 0.0416
H -4.0719 -3.7039 -3.8025 1.162 -0.630 0.722 -0.0302
H -4.0577 -1.9872 -0.3046 0.897 -2.294 0.516 -0.0358
H -4.5167 -3.7720 -0.7307 1.441 1.164 1.482 0.1044
H 0.8944 -2.8550 -2.0714 -0.348 1.042 3.048 -0.0251
H 2.9676 -1.0397 -1.0504 -2.618 -0.229 2.142 -0.1155
H 2.2240 0.3240 1.3705 -2.168 -1.508 -1.700 -0.0854
H -0.2349 0.0139 2.6015 0.829 -2.608 -2.781 -0.0845
C -1.4129 2.8268 4.7098 -0.037 0.500 0.154 -1.5276
Br -0.2356 2.6289 6.2456 -0.288 -0.050 -0.379 0.5661
Br -0.7948 1.7881 3.1854 -0.636 1.459 0.944 0.7104
Br -3.2622 2.4235 5.1584 0.499 0.022 -0.104 0.5914
H -1.3781 3.8805 4.4139 -0.024 -0.445 0.155 -0.0187
C 4.8871 2.4601 2.3764 -0.031 0.228 -0.200 -1.5375
Br 6.0644 2.2622 3.9123 -0.254 -0.038 -0.326 0.5730
Br 5.5052 1.4215 0.8520 -0.200 0.141 0.421 0.5472
Br 3.0378 2.0568 2.8251 0.570 0.486 0.221 0.6176
H 4.9219 3.5138 2.0806 -0.015 -0.474 0.171 -0.0156
C -3.2190 1.0196 -1.3333 0.275 0.315 0.047 -1.4926
Br -3.1473 2.3631 -2.7383 -0.125 -0.255 0.204 0.5446
Br -4.8489 -0.0384 -1.4260 0.202 0.627 -0.277 0.6486
Br -1.6286 -0.1005 -1.3209 -1.287 1.452 -0.968 0.7986
H -3.2399 1.5560 -0.3789 -0.057 -0.213 -0.399 -0.0261
C 4.0227 -2.6040 3.7167 0.336 0.176 0.348 -1.5585
Br 2.9944 -3.4999 5.1037 0.206 0.172 -0.339 0.5494
Br 5.1916 -3.8383 2.7708 -0.299 0.261 0.185 0.5527
Br 2.8798 -1.6101 2.4961 1.053 -1.498 1.214 0.7406
H 4.6670 -1.8739 4.2176 -0.223 -0.381 -0.154 -0.0274
C 0.2589 -2.1495 -5.8387 -0.267 -0.116 -0.291 -1.5192
Br -0.1901 -0.4443 -6.6601 0.189 -0.512 0.331 0.5407
Br 1.8549 -2.9346 -6.6267 -0.353 0.228 0.249 0.5752
Br 0.4025 -2.0056 -3.9041 0.511 0.849 -1.888 0.7244
H -0.5704 -2.8333 -6.0479 0.326 0.233 0.111 -0.0231
C 5.7550 -0.5634 -3.2180 0.156 0.192 -0.159 -1.5297
Br 6.9322 -0.7612 -1.6821 -0.471 -0.202 -0.428 0.5212
Br 6.3731 -1.6020 -4.7424 -0.148 0.241 0.416 0.5699
Br 3.9056 -0.9667 -2.7693 1.367 0.180 -1.477 0.7276
H 5.7898 0.4903 -3.5139 -0.039 -0.461 0.130 -0.0143
C 0.0506 6.5147 8.6728 -0.048 0.189 0.207 -1.5662
Br 0.5752 6.6450 6.8041 -0.108 -0.096 0.422 0.5483
Br -1.7543 5.8163 8.8709 0.477 -0.027 -0.170 0.5185
Br 1.3389 5.4979 9.7170 -0.434 0.257 -0.300 0.5406
H 0.0453 7.5330 9.0751 -0.025 -0.447 -0.181 -0.0254
C -2.7411 -7.7610 -5.7361 -0.189 -0.070 0.066 -1.6080
Br -3.1901 -6.0558 -6.5575 0.355 -0.356 0.175 0.4786
Br -1.1451 -8.5461 -6.5241 -0.351 0.230 0.190 0.5570
Br -2.5975 -7.6172 -3.8015 0.027 -0.088 -0.524 0.5739
H -3.5704 -8.4448 -5.9453 0.380 0.308 0.052 -0.0685
C -5.4411 -2.3357 -7.4897 -0.104 -0.051 -0.094 -1.5962
Br -5.8901 -0.6305 -8.3110 0.180 -0.406 0.238 0.5641
Br -3.8451 -3.1208 -8.2776 -0.410 0.292 0.198 0.5415
Br -5.2975 -2.1918 -5.5551 -0.056 0.115 -0.508 0.6015
H -6.2704 -3.0195 -7.6988 0.525 0.377 0.100 -0.1429
C 10.1464 1.1495 0.2532 0.284 0.130 0.065 -1.5680
Br 10.1306 -0.7920 0.3730 -0.100 0.485 -0.049 0.5636
Br 9.3534 1.7787 -1.4081 0.315 0.008 0.451 0.5329
Br 9.3214 1.9775 1.8081 0.165 -0.247 -0.419 0.5422
H 11.1962 1.4607 0.2443 -0.487 -0.160 -0.007 -0.0214
C -1.3666 3.1506 -8.4898 -0.011 0.243 -0.122 -1.5865
Br -0.1893 2.9527 -6.9540 -0.377 0.178 -0.410 0.5045
Br -0.7485 2.1120 -10.0142 -0.165 0.201 0.435 0.5599
Br -3.2159 2.7473 -8.0412 0.488 0.017 -0.063 0.5474
H -1.3317 4.2043 -8.7857 -0.011 -0.492 0.141 -0.0230
C -3.8209 7.7866 11.8032 -0.072 -0.225 -0.071 -1.6075
Br -5.2377 8.6770 12.7951 0.407 -0.192 -0.254 0.5595
Br -3.0776 8.9319 10.4174 -0.199 -0.103 0.421 0.5286
Br -2.4405 7.0879 12.9823 -0.332 0.226 -0.320 0.5494
H -4.2752 6.9277 11.2984 0.218 0.382 0.219 -0.0269
C 4.9905 2.2883 7.8604 0.101 -0.050 -0.247 -1.6031
Br 4.4380 0.4630 8.2433 0.107 0.483 -0.087 0.5597
Br 3.4647 3.4684 7.6072 0.417 -0.340 0.084 0.5108
Br 6.2178 2.9707 9.2065 -0.351 -0.164 -0.301 0.5622
H 5.5371 2.2646 6.9119 -0.265 0.012 0.431 -0.0792
C 10.9273 1.9413 -4.9717 0.017 0.147 0.195 -1.6155
Br 10.9990 3.2848 -6.3767 -0.022 -0.379 0.321 0.5602
Br 9.2975 0.8833 -5.0644 0.378 0.180 -0.049 0.5181
Br 12.5177 0.8212 -4.9593 -0.447 0.267 -0.034 0.5597
H 10.9064 2.4776 -4.0173 0.017 -0.257 -0.413 -0.0608
C -7.1739 -6.9966 -7.6953 -0.010 -0.262 -0.087 -1.5592
Br -7.6563 -5.1152 -7.5888 -0.015 -0.562 0.022 0.6314
Br -6.0488 -7.3692 -9.2381 -0.259 0.155 0.440 0.5683
Br -6.3693 -7.6324 -6.0423 -0.408 0.131 -0.342 0.5853
H -8.1038 -7.5577 -7.8348 0.413 0.304 0.078 -0.0218
C -4.7043 6.1023 -0.7685 -0.053 0.169 0.082 -1.5773
Br -4.1798 6.2327 -2.6371 -0.101 -0.057 0.442 0.5437
Br -6.5092 5.4040 -0.5703 0.508 0.121 -0.082 0.5657
Br -3.4161 5.0855 0.2758 -0.379 0.155 -0.207 0.5188
H -4.7096 7.1207 -0.3661 0.023 -0.476 -0.192 -0.0207
C -2.8745 1.7780 9.1888 0.137 0.064 -0.181 -1.6230
Br -4.6340 2.3954 9.7425 0.419 -0.142 -0.104 0.5468
Br -1.5142 2.1797 10.5203 -0.362 -0.138 -0.319 0.5357
Br -2.8859 -0.1079 8.7119 -0.013 0.512 0.150 0.5538
H -2.6103 2.3351 8.2838 -0.096 -0.225 0.360 -0.0929
C -0.2961 5.7599 -3.3906 -0.172 -0.168 -0.021 -1.6001
Br -0.7450 7.4651 -4.2120 0.169 -0.411 0.209 0.5463
Br 1.3000 4.9748 -4.1786 -0.329 0.257 0.265 0.5377
Br -0.1524 5.9037 -1.4560 0.050 0.011 -0.561 0.5328
H -1.1253 5.0761 -3.5998 0.345 0.277 0.114 -0.0499